Arrangement i

C5H11O2P | ωB97M-V with the def2-TZVPD basis set

XYZ file:
```
19
Properties=species:S:1:pos:R:3:mulliken_charge:R:1
C 0.20 -0.70 1.00 -0.74
C -1.31 -0.86 0.75 -0.75
C 1.04 -0.59 -0.30 0.17
C 0.90 0.71 -0.99 -0.45
C 0.35 0.84 -2.35 -1.09
O 2.40 -0.86 0.04 -0.57
O -2.01 0.79 2.63 -0.47
P -2.32 0.68 1.01 0.08
H 0.39 0.18 1.62 0.36
H 0.57 -1.57 1.54 0.30
H -1.50 -1.20 -0.27 0.42
H -1.72 -1.60 1.44 0.39
H 0.76 -1.41 -0.97 0.30
H 1.33 1.58 -0.51 0.43
H 1.06 0.47 -3.10 0.30
H 0.12 1.87 -2.59 0.34
H -0.56 0.24 -2.47 0.29
H 2.76 -0.08 0.49 0.37
H -2.47 1.52 3.04 0.32
```

## Properties
**LUMO energy (alpha / beta)**: -0.11 / 0.57 eV
**2S+1**: 1

=====

Arrangement ii

C5H11O2P | ωB97M-V with the def2-TZVPD basis set

XYZ file:
```
19
Properties=species:S:1:pos:R:3:mulliken_charge:R:1
C 2.10 0.41 -0.45 0.23
C 1.74 -0.60 0.37 -0.27
C 3.52 0.72 -0.66 -1.10
C -3.36 -0.70 0.19 -1.18
C -2.14 0.19 -0.16 0.57
O -2.45 1.54 0.13 -0.53
O -0.88 -0.17 0.51 -0.25
P 0.17 -1.41 0.62 -0.21
H 1.21 0.99 -0.84 0.19
H 2.60 -1.14 0.83 0.20
H 4.28 0.14 -0.05 0.30
H 3.68 1.71 -0.60 0.34
H 3.91 0.62 -1.78 0.24
H -3.23 -1.17 1.18 0.28
H -4.23 -0.06 0.24 0.35
H -3.52 -1.60 -0.48 0.30
H -1.55 1.83 0.09 0.32
H -2.07 0.06 -1.21 0.21
H 0.22 -1.36 2.07 0.01
```

## Properties
**SMILES string**: C/C=C/PO[C@@H](C)O
**LUMO energy**: 0.84 eV
**2S+1**: 1

=====

The winner here is arrangement ii, beating the second structure by 9.7 kcal/mol.

=====

Arrangement i

C6H8NO | ωB97M-V with the def2-TZVPD basis set

XYZ file:
```
16
Properties=species:S:1:pos:R:3:mulliken_charge:R:1
C -0.51 0.19 1.70 -0.21
C 0.69 -0.69 1.91 -0.45
C -0.79 0.62 0.32 -0.63
C 1.40 -1.21 0.94 -0.17
C -0.05 0.21 -0.84 0.83
C -0.54 0.79 -2.19 -1.46
N 0.95 -0.66 -0.83 0.39
O 1.41 -1.29 -1.70 -0.37
H -1.46 -0.30 2.20 0.37
H -0.35 1.12 2.29 0.33
H 0.53 -1.14 2.95 0.32
H -1.39 1.39 -0.01 0.44
H 2.23 -1.97 0.91 0.41
H 0.11 0.93 -3.01 0.42
H -0.86 1.83 -2.17 0.41
H -1.39 0.17 -2.46 0.36
```

## Properties
**Charge**: +1
**LUMO energy**: -6.59 eV
**2S+1**: 1

=====

Arrangement ii

C6H8NO | ωB97M-V with the def2-TZVPD basis set

XYZ file:
```
16
Properties=species:S:1:pos:R:3:mulliken_charge:R:1
C -2.01 -1.45 -0.83 -0.11
C -2.53 -1.46 0.41 -0.26
C -1.57 1.13 -0.09 0.41
C -0.23 1.40 0.60 -0.49
C 1.05 0.94 -0.21 -0.56
C -2.11 -0.25 -0.08 0.28
N 1.14 -0.58 -0.49 -0.55
O -2.23 2.03 -0.46 -0.41
H -1.45 -1.90 -1.60 0.42
H -3.07 -1.79 1.24 0.43
H -0.14 2.48 0.50 0.27
H -0.30 0.99 1.62 0.40
H 1.21 1.45 -1.24 0.35
H 1.91 1.32 0.35 0.36
H 2.00 -0.70 -0.94 0.26
H 1.27 -1.15 0.35 0.21
```

## Properties
**Charge**: +1
**LUMO energy**: -5.27 eV
**2S+1**: 1

=====

The winner here is arrangement ii, beating the second structure by 30.4 kcal/mol.

=====

Arrangement i

C3H3N2P | ωB97M-V with the def2-TZVPD basis set

XYZ file:
```
9
Properties=species:S:1:pos:R:3:mulliken_charge:R:1
C -0.40 0.58 -0.41 0.22
C 3.64 -0.12 0.50 0.07
C -2.88 -0.40 -0.17 -0.43
N 0.27 1.48 -0.67 -0.36
N 4.02 -1.08 0.01 -0.34
P -1.36 -0.83 0.32 0.06
H -3.16 0.57 -0.55 0.24
H -3.75 -1.01 -0.01 0.27
H 3.63 0.82 0.96 0.27
```

## Properties
**SMILES string**: C=PC#N.C#N
**LUMO energy**: -0.86 eV
**2S+1**: 1

=====

Arrangement ii

C3H3N2P | ωB97M-V with the def2-TZVPD basis set

XYZ file:
```
9
Properties=species:S:1:pos:R:3:mulliken_charge:R:1
C 1.11 0.66 0.11 -0.36
C 0.79 -0.37 1.13 0.18
C -0.96 0.46 -1.00 0.37
N 0.13 0.95 -0.71 -0.27
N -0.19 -1.07 1.04 -0.50
P -2.40 -0.19 -1.67 -0.19
H 1.96 1.30 0.08 0.41
H 1.49 -0.34 2.02 0.30
H -1.94 -1.40 -1.01 0.06
```

## Properties
**LUMO energy (alpha / beta)**: -1.20 / -1.35 eV
**2S+1**: 1

=====

The winner here is arrangement i, beating the second structure by 63.6 kcal/mol.

=====

Arrangement i

C3H7ClN5 | ωB97M-V with the def2-TZVPD basis set

XYZ file:
```
16
Properties=species:S:1:pos:R:3:mulliken_charge:R:1
C 0.04 -1.47 0.62 -0.16
C 0.75 -1.76 -0.44 0.05
C -0.19 -0.10 1.13 0.79
N -0.19 1.03 0.44 -0.87
N 1.41 0.47 -1.15 -0.87
N -0.82 0.00 2.36 -0.37
N -0.75 0.74 -1.72 -0.54
N 0.30 1.17 -0.82 1.01
Cl 1.24 -2.68 -1.69 0.02
H -0.47 -2.29 1.15 0.36
H 2.15 0.57 -0.53 0.25
H -0.71 -0.83 2.88 0.20
H -1.05 0.85 2.68 0.22
H -1.55 1.27 -1.30 0.31
H -0.56 0.87 -2.76 0.29
H 0.40 2.14 -0.85 0.29
```

## Properties
**Charge**: +1
**LUMO energy (alpha / beta)**: -5.31 / -5.42 eV
**2S+1**: 1

=====

Arrangement ii

C3H7ClN5 | ωB97M-V with the def2-TZVPD basis set

XYZ file:
```
16
Properties=species:S:1:pos:R:3:mulliken_charge:R:1
C 0.71 -2.11 0.84 -0.03
C 1.04 -0.03 -0.29 0.45
C -1.32 0.26 -0.20 -0.08
N 1.37 -1.03 0.40 -0.46
N -0.37 -1.99 1.51 -0.33
N -0.27 0.23 -0.93 -0.19
N 1.84 0.96 -0.61 -0.43
N -1.32 0.31 1.13 -0.37
Cl -1.14 -3.44 2.07 -0.08
H 1.27 -2.99 0.72 0.48
H -2.22 0.24 -0.64 0.53
H -0.29 0.68 -1.85 0.34
H 2.91 0.82 -0.52 0.30
H 1.46 1.82 -1.03 0.22
H -2.21 0.12 1.67 0.29
H -0.45 0.20 1.75 0.37
```

## Properties
**SMILES string**: N/C(=N/C=N/Cl)NC=[NH2+]
**Charge**: +1
**LUMO energy**: -4.08 eV
**2S+1**: 1

=====

The winner here is arrangement ii, beating the second structure by 122.6 kcal/mol.

=====

Arrangement i

C5H11N2O | ωB97M-V with the def2-TZVPD basis set

XYZ file:
```
19
Properties=species:S:1:pos:R:3:mulliken_charge:R:1
C -1.64 -1.88 -0.68 -0.26
O -2.48 -1.14 -1.42 -0.41
C -0.02 -1.54 -1.07 -0.55
C 0.84 -0.94 -0.06 -0.89
C 0.29 -0.22 1.18 -0.58
N 1.32 3.11 0.21 -0.66
C 0.78 1.93 0.34 0.11
N 0.98 1.09 1.43 -0.24
H -1.60 -2.89 -1.04 0.31
H -1.75 -1.74 0.45 0.30
H 0.23 -2.47 -1.59 0.48
H -0.27 -0.74 -1.84 0.20
H 1.51 -1.75 0.32 0.29
H 1.52 -0.36 -0.56 0.61
H -0.75 0.05 0.78 0.36
H 0.48 -0.84 2.18 0.20
H 1.54 3.58 1.07 0.21
H 0.17 1.39 -0.48 0.28
H 1.16 1.38 2.34 0.24
```

## Properties
**LUMO energy (alpha / beta)**: 0.79 / -1.62 eV
**2S+1**: 2

=====

Arrangement ii

C5H11N2O | ωB97M-V with the def2-TZVPD basis set

XYZ file:
```
19
Properties=species:S:1:pos:R:3:mulliken_charge:R:1
C -0.47 -2.15 0.98 -0.45
O -0.73 -1.64 2.16 -0.43
C -0.41 -0.92 -0.13 0.08
C 0.15 0.37 0.56 -0.94
C -0.05 1.63 -0.30 -0.51
C 2.22 1.81 -0.95 -0.23
N 1.17 2.42 -0.58 -0.48
N -1.77 -0.65 -0.56 -0.55
H -1.24 -2.87 0.62 0.33
H 0.49 -2.69 0.88 0.32
H 0.23 -1.13 -0.99 0.32
H 1.18 0.07 0.73 0.42
H -0.42 0.49 1.48 0.46
H -0.69 2.35 0.23 0.28
H -0.55 1.37 -1.23 0.38
H 3.09 2.37 -1.28 0.28
H 2.29 0.73 -0.93 0.21
H -2.24 -0.05 0.09 0.23
H -2.25 -1.51 -0.78 0.26
```

## Properties
**LUMO energy (alpha / beta)**: 0.93 / -1.67 eV
**2S+1**: 2

=====

The winner here is arrangement ii, beating the second structure by 27.0 kcal/mol.

=====

Arrangement i

C2H7BO2S | ωB97M-V with the def2-TZVPD basis set

XYZ file:
```
13
Properties=species:S:1:pos:R:3:mulliken_charge:R:1
B -1.41 -0.71 -0.09 0.59
C 2.19 0.91 0.42 -0.89
C 0.26 -1.08 -0.86 -0.65
O -1.84 0.59 -0.27 -0.54
O -1.96 -1.73 0.49 -0.47
S 1.59 -0.88 0.37 -0.12
H 1.73 1.33 1.21 0.28
H 2.06 1.54 -0.45 0.32
H 3.27 0.83 0.41 0.33
H 0.29 -2.15 -1.13 0.25
H 0.55 -0.51 -1.84 0.28
H -2.76 0.93 -0.24 0.31
H -2.54 -1.63 1.29 0.31
```

## Properties
**SMILES string**: CSCB(O)O
**LUMO energy**: 0.20 eV
**2S+1**: 1

=====

Arrangement ii

C2H7BO2S | ωB97M-V with the def2-TZVPD basis set

XYZ file:
```
13
Properties=species:S:1:pos:R:3:mulliken_charge:R:1
B 1.18 -1.99 1.43 0.61
C -1.78 2.30 -2.16 -0.56
C -0.76 2.17 -1.30 -0.17
O 0.30 -1.95 2.46 -0.45
O 1.89 -3.11 1.39 -0.54
S 1.08 -0.57 0.31 -0.37
H 0.76 0.34 1.25 0.15
H -2.05 3.25 -2.64 0.23
H -2.62 1.68 -2.27 0.25
H -0.47 1.22 -0.94 -0.05
H -0.18 2.94 -0.97 0.30
H 0.12 -2.81 2.69 0.29
H 2.55 -3.47 0.76 0.32
```

## Properties
**SMILES string**: OB(O)S.C=C
**LUMO energy**: 0.26 eV
**2S+1**: 1

=====

The winner here is arrangement ii, beating the second structure by 8.2 kcal/mol.